Cl3N2O6Zr | wB97M-V/def2-TZVPD

Output
Calculated total energy, eV: -54105.961
Spin multiplicity: 2
Gap between HOMO and LUMO (alpha / beta), eV: 6.1592 / 3.5796
Net charge: 0
Expectation value of S²: 0.76

Atoms and positions in Å:
Zr1 0.6974 -0.1960 0.0622
Cl1 -0.1882 1.5466 -1.3646
Cl2 1.0642 -2.5258 1.2422
Cl3 3.0175 0.8747 0.5776
N1 -0.4520 -2.1750 -2.3856
O1 -1.6153 -1.8424 -2.5963
O2 0.2355 -1.5501 -1.6563
O3 0.0339 -3.1399 -2.9432
N2 -0.7362 2.1865 2.2333
O4 -0.0288 2.9901 2.9574
O5 -1.8017 2.7350 2.0637
O6 -0.2263 1.0963 1.8095

Atomic forces in eV per Å
1.7 -1.4 -1.3
0.4 -0.9 1.0
-0.6 2.6 -0.8
-2.6 -1.3 -0.7
-5.0 -4.6 -5.7
-0.3 0.7 0.6
5.6 6.1 7.3
0.6 -0.5 -0.2
1.3 -0.2 -0.8
0.1 -1.1 -0.3
0.5 -1.7 -0.4
-1.7 2.3 1.1

C3H7FO2 | wB97M-V/def2-TZVPD

Output
Calculated total energy, eV: -10035.259
Spin multiplicity: 1
Gap between HOMO and LUMO, eV: 11.2431
Net charge: 0
Energy above the lowest of the compared OMol25 structures with the same formula, charge and spin, eV: 1.059

Atoms and positions in Å:
C1 0.7794 0.9733 1.4502
O1 -0.3689 0.5446 0.7097
C2 -0.1509 -0.1102 -0.4179
C3 -1.3754 -0.5523 -1.2717
O2 0.7199 -1.6115 -0.1696
F1 0.7287 0.5077 -1.1550
H1 1.6380 0.5286 1.0798
H2 0.5991 0.6180 2.4489
H3 0.7941 2.1764 1.5104
H4 -1.1869 -1.6066 -1.5112
H5 -2.2177 -0.3832 -0.5732
H6 -1.5324 0.0826 -2.2011
H7 1.5731 -1.1675 0.1008

Atomic forces in eV per Å
-2.1 3.1 1.0
-0.7 -0.1 0.2
0.3 -4.2 -0.8
0.2 1.0 1.1
-0.6 4.0 0.4
1.7 1.5 -1.4
1.8 -0.3 -0.7
0.1 -0.1 0.5
0.2 -2.9 -0.5
-0.5 0.4 0.0
0.0 -0.5 -0.7
0.5 -0.7 1.3
-1.1 -1.2 -0.5

C44H125N5O28 | wB97M-V/def2-TZVPD

Output
Calculated total energy, eV: -112426.257
Spin multiplicity: 1
Gap between HOMO and LUMO, eV: 8.5591
Net charge: 0
Energy above the lowest of the compared OMol25 structures with the same formula, charge and spin, eV: 0.000

Atoms and positions in Å:
C1 13.9974 -5.9788 -26.7970
O1 14.6991 -6.6733 -27.8085
C2 16.0689 -6.3356 -27.8084
C3 16.7442 -7.1538 -28.8642
N1 16.7855 -8.5740 -28.4993
C4 17.4145 -9.3811 -29.5400
C5 17.1263 -10.8353 -29.2701
O2 15.7549 -11.1407 -29.2607
C6 15.1731 -11.4270 -30.5164
H1 14.5950 -5.8813 -25.8874
H2 13.0771 -6.5306 -26.6161
H3 13.7602 -4.9770 -27.1669
H4 16.5488 -6.4483 -26.8276
H5 16.1714 -5.2657 -28.0502
H6 17.7731 -6.7687 -28.9438
H7 16.3392 -7.0136 -29.8808
H8 15.8181 -8.9255 -28.4736
H9 18.4994 -9.3590 -29.4779
H10 17.0981 -9.0985 -30.5594
H11 17.4615 -11.1020 -28.2619
H12 17.6853 -11.5250 -29.9147
H13 15.7805 -11.1223 -31.3810
H14 14.1883 -10.9731 -30.5742
H15 15.0744 -12.5112 -30.6584
C7 14.8613 -8.8589 -35.6335
O3 13.5532 -9.2609 -35.2679
C8 13.5240 -10.1200 -34.1312
C9 12.1547 -10.0208 -33.5416
N2 11.7178 -8.6863 -33.1402
C10 12.3554 -8.2793 -31.8933
C11 12.5199 -6.7762 -31.8639
O4 13.3689 -6.3243 -32.8585
C12 14.7057 -6.6365 -32.6081
H16 15.5981 -9.6807 -35.6463
H17 15.3019 -8.1374 -34.9202
H18 14.7680 -8.3807 -36.6064
H19 14.3490 -9.9420 -33.4267
H20 13.7142 -11.1232 -34.5367
H21 12.0208 -10.7038 -32.6948
H22 11.4264 -10.3943 -34.2689
H23 12.1443 -8.0811 -33.8558
H24 13.3443 -8.7356 -31.7413
H25 11.7564 -8.5802 -31.0290
H26 12.9301 -6.4772 -30.8878
H27 11.5176 -6.3641 -31.9610
H28 14.8618 -7.7315 -32.6335
H29 15.0285 -6.2078 -31.6554
H30 15.3259 -6.3191 -33.4470
C13 10.1781 -3.9549 -33.2818
O5 10.3490 -2.8455 -34.1043
C14 9.4386 -1.7692 -33.8860
C15 9.7164 -0.9617 -32.6260
N3 9.2461 -1.6088 -31.4039
C16 9.3129 -0.6697 -30.2405
C17 10.7410 -0.5060 -29.7547
O6 11.1483 -1.7604 -29.2504
C18 12.4642 -1.7612 -28.7571
H31 9.6962 -3.8625 -32.3118
H32 11.1483 -4.4215 -33.0957
H33 9.6068 -4.6892 -33.8654
H34 8.4084 -2.1459 -33.9366
H35 9.5962 -1.0751 -34.7190
H36 9.1488 -0.0309 -32.7361
H37 10.7889 -0.7186 -32.6330
H38 9.9157 -2.3167 -31.1051
H39 8.7048 -1.0176 -29.4075
H40 8.9057 0.2808 -30.5942
H41 10.7996 0.2676 -28.9581
H42 11.4828 -0.1173 -30.4695
H43 12.7644 -2.8003 -28.6282
H44 12.6212 -1.1771 -27.8389
H45 13.1676 -1.2899 -29.4728
C19 19.7480 1.9125 -21.9751
O7 18.9674 0.7729 -22.0826
C20 19.6856 -0.3748 -22.4256
C21 18.7608 -1.5704 -22.4973
N4 18.1264 -1.6701 -23.8182
C22 17.4286 -2.9449 -23.9822
C23 16.6261 -2.9340 -25.2621
O8 15.5175 -2.1015 -24.9705
C24 14.4831 -2.2225 -25.9036
H46 20.1602 2.2597 -22.9386
H47 20.6178 1.7991 -21.3092
H48 19.1018 2.7019 -21.5958
H49 20.4843 -0.5563 -21.6853
H50 20.1909 -0.2670 -23.3958
H51 17.9902 -1.5295 -21.7113
H52 19.3817 -2.4619 -22.3784
H53 17.3998 -0.9623 -23.9145
H54 16.6545 -3.0332 -23.1979
H55 18.1068 -3.7870 -23.8585
H56 16.2406 -3.9562 -25.4045
H57 17.2313 -2.6142 -26.1131
H58 14.2518 -3.2924 -26.0406
H59 14.7666 -1.8892 -26.9114
H60 13.5742 -1.7382 -25.5579
C25 9.2008 -9.6869 -23.5073
O9 9.6994 -8.8541 -22.5261
C26 10.4449 -9.4837 -21.5054
C27 10.9517 -8.3894 -20.5993
N5 12.0827 -7.7057 -21.2284
C28 12.7173 -6.7542 -20.2895
C29 13.7696 -5.9240 -20.9573
O10 13.1413 -4.8255 -21.5931
C30 13.9925 -4.1718 -22.5062
H61 9.9868 -10.2688 -24.0049
H62 8.7344 -9.0868 -24.2909
H63 8.4046 -10.3205 -23.0952
H64 11.2644 -10.0561 -21.9503
H65 9.7705 -10.1410 -20.9285
H66 11.2259 -8.7768 -19.6198
H67 10.1172 -7.6786 -20.4679
H68 11.7252 -7.1982 -22.0337
H69 13.2049 -7.3840 -19.5414
H70 11.9265 -6.1246 -19.8633
H71 14.4785 -6.4614 -21.5982
H72 14.3909 -5.4831 -20.1515
H73 13.4487 -3.4259 -23.0895
H74 14.2557 -4.9687 -23.2167
H75 14.8244 -3.6426 -22.0382
C31 12.6184 -9.5152 -28.2715
C32 13.1319 -10.0763 -26.9699
O11 13.9370 -11.2490 -27.1849
O12 13.6914 -8.8895 -29.0476
H76 11.8692 -8.7217 -28.1105
H77 12.1791 -10.2569 -28.9443
H78 12.2758 -10.3617 -26.3537
H79 13.7171 -9.2879 -26.4665
H80 14.6675 -11.0137 -27.8257
H81 13.8129 -7.9812 -28.6796
C33 16.8582 -3.0170 -31.2882
C34 15.8524 -3.2017 -30.1732
O13 16.3499 -2.6695 -28.9267
O14 18.0367 -3.7313 -31.0128
H82 17.0690 -1.9827 -31.5985
H83 16.4167 -3.4328 -32.2068
H84 15.7063 -4.2734 -30.0398
H85 14.8781 -2.7521 -30.3993
H86 16.2449 -1.7130 -29.0252
H87 18.4438 -3.3684 -30.2180
C35 15.1974 -14.6598 -27.0085
C36 15.7539 -15.9749 -27.4659
O15 16.9321 -16.2667 -26.6838
O16 13.8688 -14.5583 -27.3395
H88 15.8170 -13.8653 -27.4563
H89 15.3789 -14.5031 -25.9352
H90 15.9523 -16.0127 -28.5518
H91 15.0302 -16.8074 -27.3691
H92 17.5084 -16.8800 -27.1405
H93 13.5345 -13.7049 -27.0430
C37 17.9563 -9.8245 -25.1184
C38 17.1877 -10.9366 -24.4795
O17 16.4263 -11.6644 -25.4009
O18 17.0830 -8.7737 -25.4235
H94 18.4821 -10.2056 -26.0005
H95 18.7132 -9.4510 -24.4179
H96 16.5855 -10.4979 -23.6790
H97 17.8929 -11.6298 -24.0213
H98 15.6242 -11.1658 -25.6352
H99 17.0533 -8.4572 -26.3463
C39 21.3021 -12.5900 -26.5628
C40 22.1874 -11.6879 -27.4090
O19 21.4508 -10.9467 -28.3646
O20 20.7824 -13.6319 -27.3329
H100 20.5569 -11.9731 -26.0484
H101 21.9619 -12.9896 -25.7797
H102 22.9800 -12.2975 -27.8515
H103 22.6058 -10.9953 -26.6717
H104 21.2914 -11.6819 -29.0125
H105 20.2516 -14.1823 -26.7320
C41 20.7027 -7.5568 -27.6530
C42 20.7194 -6.1902 -28.2140
O21 21.7858 -5.4395 -27.7010
O22 21.9379 -8.2400 -27.9824
H106 19.8353 -8.1404 -28.0107
H107 20.5684 -7.5034 -26.5540
H108 19.8115 -5.6408 -27.9436
H109 20.7350 -6.1111 -29.3099
H110 22.5948 -5.7221 -28.1374
H111 21.7715 -9.2039 -27.9029
C43 11.0480 -4.6251 -24.9199
C44 10.4294 -5.9810 -24.6515
O23 9.3366 -6.2806 -25.5484
O24 10.3363 -3.5093 -24.3318
H112 11.1964 -4.4694 -25.9997
H113 12.0395 -4.6786 -24.4505
H114 10.0505 -6.0493 -23.6193
H115 11.1472 -6.8027 -24.7167
H116 8.6654 -5.5959 -25.4789
H117 9.4969 -3.4164 -24.8049
O25 21.3925 -13.1993 -29.9932
H118 21.0109 -13.6526 -30.7559
H119 21.1346 -13.7444 -29.2041
O26 14.1393 -12.8593 -33.1542
H120 13.6588 -13.4854 -33.7144
H121 15.0559 -13.1674 -33.1762
O27 18.4805 -13.7855 -25.5932
H122 17.8844 -13.0293 -25.8088
H123 17.9043 -14.5642 -25.7032
O28 17.0787 -6.5615 -23.5736
H124 17.5922 -6.8645 -22.8140
H125 17.0721 -7.3382 -24.1915

Atomic forces in eV per Å
-0.2 0.2 -0.4
0.1 -0.1 0.7
0.0 0.8 -0.8
1.1 -0.2 -0.2
-0.4 0.1 -0.2
0.2 -0.6 0.1
0.3 -0.7 0.6
-0.3 0.0 -0.2
0.0 -0.7 -0.6
-0.1 -0.2 0.1
-0.1 0.1 0.2
-0.1 0.0 0.1
-0.2 -0.3 0.1
0.0 -0.1 0.0
-0.1 -0.2 0.1
-0.4 0.1 0.3
0.2 0.4 0.1
0.3 0.6 -0.1
0.0 0.0 0.2
0.1 0.3 0.0
-0.1 0.3 -0.3
0.0 0.5 0.4
0.0 0.1 0.0
-0.2 0.1 0.3
0.1 0.2 0.4
0.7 0.6 0.3
0.5 -0.7 -1.1
-1.4 -0.7 0.4
1.1 0.4 -0.4
0.2 -0.2 0.3
-0.4 -0.8 1.3
0.0 0.8 -1.2
0.4 -0.9 -0.5
-0.4 -0.1 -0.3
-0.4 0.0 -0.1
0.2 -0.1 0.0
-0.2 0.4 0.0
-0.2 0.1 0.5
0.3 0.1 0.0
0.2 0.1 -0.2
-0.6 0.0 0.2
-0.1 -0.1 0.0
-0.1 0.0 -0.1
-0.2 0.0 0.1
0.1 0.5 -0.3
0.0 0.3 0.5
0.2 0.0 0.0
-0.2 0.6 0.2
0.0 -1.8 -0.5
0.1 1.4 0.3
0.3 -0.2 -0.3
-0.4 -0.3 -0.2
0.3 0.4 1.4
0.3 0.1 -1.3
0.2 1.0 1.0
0.2 0.0 0.1
0.6 0.3 -0.4
-0.2 0.6 -0.1
0.1 0.2 -0.1
-0.1 -0.2 0.3
0.0 0.2 0.2
0.0 -0.3 -0.1
0.1 0.0 0.1
-0.1 0.1 0.1
-0.2 -0.2 -0.5
0.0 -0.2 -0.1
0.1 0.1 0.3
-0.3 -0.4 0.0
-0.3 -0.4 -0.5
0.0 0.1 0.2
-0.5 -0.3 0.1
-0.3 -0.3 -0.1
0.5 0.9 -0.2
-0.5 -0.2 0.0
0.5 -0.5 0.1
-0.2 0.1 -0.7
0.0 -0.2 0.0
-0.4 0.7 0.6
0.0 -0.9 0.9
-0.1 0.7 -0.3
0.0 -0.9 -0.6
-0.2 -0.2 0.0
-0.2 -0.2 0.1
0.1 0.0 0.1
-0.2 0.1 0.1
-0.1 0.1 0.0
0.4 0.0 0.2
-0.2 -0.1 0.1
0.3 0.1 0.1
0.2 -0.3 0.0
0.1 0.0 -0.4
0.2 0.1 -0.3
-0.2 0.1 -0.2
-0.1 0.1 0.1
0.0 0.3 0.2
0.2 0.3 0.1
-0.6 -0.4 -0.6
0.4 1.1 0.2
-0.7 -0.2 0.3
0.0 0.5 -0.7
0.3 0.1 0.3
-0.5 -1.2 -1.0
0.5 1.4 1.2
-0.5 0.1 -0.2
-0.5 -0.5 -0.7
0.0 -0.3 0.2
0.1 0.2 0.1
0.2 -0.4 -0.1
0.1 -0.1 0.2
0.2 -0.1 -0.2
0.2 -0.1 0.0
0.0 -0.2 0.3
0.1 0.0 0.1
-0.2 0.2 0.3
0.4 0.2 0.4
-0.5 -0.2 -0.3
0.0 -0.3 -0.1
-0.3 0.0 0.3
0.9 0.5 -0.1
0.3 -0.4 0.1
0.5 1.3 -1.1
0.2 -0.4 -0.4
0.5 0.8 -0.1
-0.5 0.1 0.8
0.0 -0.4 0.3
0.1 -0.2 0.4
0.2 -0.1 0.1
-0.2 -0.2 0.1
-0.8 -0.4 0.4
0.2 -0.8 -0.3
-0.5 -0.2 -0.8
0.1 0.4 0.3
-0.3 0.1 -0.6
0.3 -0.1 -0.1
-0.1 0.1 0.6
0.2 -0.3 0.2
0.0 0.0 0.1
0.1 0.0 -0.2
0.2 -0.1 0.3
-0.1 0.0 0.0
1.7 0.9 0.5
0.0 -1.7 -0.4
-0.3 0.6 -0.1
-1.3 0.0 -0.4
-0.2 0.1 -0.2
-0.1 -0.5 0.1
0.3 0.5 0.3
0.0 0.5 0.5
-0.1 -0.1 -0.2
0.1 0.1 -0.1
0.7 0.0 -0.3
0.4 0.1 0.7
-0.6 -0.1 -0.4
-0.9 1.1 -0.1
-0.1 0.1 -0.1
0.0 -0.1 0.0
-0.2 -0.1 0.0
0.0 -0.1 0.0
0.2 -0.3 -0.1
0.5 -0.8 -0.1
1.2 0.6 0.5
-0.4 0.1 1.4
0.2 -1.6 -0.5
-0.5 -0.7 0.0
-0.3 -0.2 -0.3
-0.1 -0.1 0.1
0.1 0.2 -0.2
0.3 0.1 -0.3
-0.3 1.3 -0.3
-0.2 0.3 -0.3
0.2 -1.7 0.4
-0.4 1.2 -0.7
0.5 0.6 0.3
-1.0 0.1 0.4
0.2 0.2 -0.2
0.3 0.1 -0.3
-0.1 -0.2 0.3
0.1 -0.7 0.0
0.0 -0.2 0.1
0.1 0.7 -0.4
0.4 0.0 0.4
-1.3 0.0 0.2
0.6 -0.2 0.0
0.2 -0.9 -0.5
-0.1 -0.1 0.2
-0.2 0.5 0.0
0.2 0.3 -0.1
0.0 0.2 -0.5
0.0 0.0 0.2
0.3 0.1 0.1
-0.4 -0.9 0.5
0.1 0.2 0.1
0.2 0.6 -0.6
0.2 -0.5 0.0
0.1 0.2 0.2
-0.2 0.0 0.0
-0.7 0.3 -0.2
0.4 -0.7 0.2
0.2 0.2 0.0
0.1 -0.7 -0.4
-0.1 0.1 -0.1
0.0 0.6 0.5

C2H5OPS | wB97M-V/def2-TZVPD

Output
Calculated total energy, eV: -24323.109
Spin multiplicity: 1
Gap between HOMO and LUMO (alpha / beta), eV: 7.1406 / 6.4182
Net charge: 0
Energy above the lowest of the compared OMol25 structures with the same formula, charge and spin, eV: 3.130

Atoms and positions in Å:
C1 -0.4550 0.9941 0.1727
C2 0.0078 -0.2889 0.5545
O1 0.0773 -0.6259 -2.8284
P1 -1.2894 -0.2263 -2.5681
S1 1.0732 -0.1132 2.1828
H1 -1.5118 1.3133 0.2076
H2 0.2568 1.6386 -0.3564
H3 0.6670 -0.8353 -0.0209
H4 -0.9001 -0.8614 0.8193
H5 2.0742 -0.9951 1.8369

Atomic forces in eV per Å
-0.2 1.7 -2.2
-1.8 -0.5 3.5
1.6 -0.6 -0.4
-1.5 0.7 0.6
0.1 -0.6 -0.7
0.9 -0.3 0.4
-0.4 0.1 0.4
1.2 -0.8 -1.7
0.8 -0.4 0.0
-0.7 0.6 0.1